[1]
DFT (ωB97M-V/def2-TZVPD) results for a structure of composition C4H9N.

Structure (ORCA input):
```
! wB97M-V def2-TZVPD RIJCOSX def2/J DEFGRID3
* xyz 1 2
C -1.75753 -0.29369 -0.31662
C -0.40983 -1.01324 -0.32100
C 0.66886 -0.06329 0.05709
C 1.29015 0.79388 -0.89493
N 1.22960 0.12544 1.41845
H -2.54153 -0.89721 0.10632
H -2.10316 0.03940 -1.29170
H -1.61304 0.63801 0.22797
H -0.28677 -1.99538 0.11423
H 0.26270 1.14714 -0.20092
H 1.35660 0.62561 -1.96556
H 2.13511 1.39776 -0.58247
H 0.38596 0.34884 1.95961
H 1.38287 -0.85326 1.68950
*
```

Calculated values
⟨S²⟩   0.754

[2]
DFT (ωB97M-V/def2-TZVPD) results for the ion C4H9N2 with charge +1.

Structure (ORCA input):
```
! wB97M-V def2-TZVPD RIJCOSX def2/J DEFGRID3
* xyz 1 1
C 1.85458 0.23004 0.08101
N 0.74869 -0.77916 0.15983
C -0.49805 -0.32119 -0.39645
C -1.31698 0.62056 0.37002
C -2.58395 0.15162 -0.12544
N -1.66062 -0.87184 0.24979
H 2.12089 0.68083 -0.87393
H 1.73960 1.14493 0.82851
H 2.84541 -0.19404 0.46289
H 0.42358 -0.91809 1.11989
H 0.84805 -1.76776 -0.35624
H -0.38152 -0.25565 -1.43192
H -1.22348 1.00026 1.41488
H -3.31548 0.20482 0.57496
H -2.78631 0.27206 -1.20311
*
```

[3]
DFT (ωB97M-V/def2-TZVPD) results for a structure of composition C4H9N2.

Structure (ORCA input):
```
! wB97M-V def2-TZVPD RIJCOSX def2/J DEFGRID3
* xyz 1 1
C 0.01194 0.02860 0.94740
C 0.06722 0.08891 2.37938
C -1.40376 -0.48693 -0.96917
C 1.51190 -0.50284 -1.04937
N -0.91331 0.19069 0.09750
N 0.97384 0.04924 0.03766
H 1.07053 0.46759 2.82073
H -0.01834 -0.90985 2.68904
H -0.85619 0.58248 2.90075
H -1.13755 0.10038 -1.87135
H -2.44211 -0.61837 -0.92314
H -0.83944 -1.41434 -0.95637
H 2.12920 -1.43672 -0.95384
H 1.95810 0.31043 -1.55737
H 0.63206 -0.84282 -1.74230
*
```

[4]
DFT (ωB97M-V/def2-TZVPD) results for the ion C4H9N2 with charge +1.

Structure (ORCA input):
```
! wB97M-V def2-TZVPD RIJCOSX def2/J DEFGRID3
* xyz 1 1
C 1.93163 1.18556 0.26687
C 0.75566 0.41599 0.42234
N 0.17117 -0.79138 0.72225
C 0.00404 -1.99158 -0.17211
N -0.58619 0.50649 0.28296
C -1.97872 1.00730 0.08967
H 1.88235 2.18109 0.12889
H 2.23102 0.73066 -0.68762
H 2.62639 0.92750 1.12576
H 0.40685 -2.04090 -1.18148
H -0.97835 -2.31115 -0.23718
H 0.67447 -2.74145 0.31949
H -2.18268 0.94390 -1.07287
H -1.96686 2.13186 0.37019
H -2.69285 0.42731 0.75367
*
```

[5]
DFT (ωB97M-V/def2-TZVPD) results for a cluster of 2 separate species, C4H9N2 in total.

Structure (ORCA input):
```
! wB97M-V def2-TZVPD RIJCOSX def2/J DEFGRID3
* xyz 1 1
C -2.01226 -1.03822 -0.69144
C 2.54509 0.34932 -0.79931
C 1.56331 0.13357 0.30297
C -1.87936 0.81174 0.79498
N -1.40888 -0.31426 0.07154
N 2.65055 -0.46348 0.41301
H -3.06425 -1.03443 -0.87029
H 2.30378 -0.19219 -1.70548
H 3.06623 1.30515 -0.98195
H -1.49248 -1.80669 -1.18900
H -1.13326 1.64859 0.72819
H -1.99878 0.56130 1.97635
H -2.91296 1.05929 0.42588
H 3.06443 -1.31062 0.67293
H 0.70885 0.29094 0.85161
*
```

[6]
DFT (ωB97M-V/def2-TZVPD) results for the ion C4H9N2 with charge +1.

Structure (ORCA input):
```
! wB97M-V def2-TZVPD RIJCOSX def2/J DEFGRID3
* xyz 1 1
C 2.64759 0.53461 -0.30531
C 1.81772 -0.35596 0.27330
C 0.32490 -0.30086 0.37414
N -0.31782 0.52231 -0.39253
C -1.77243 0.44754 -0.23034
N -1.95104 -0.92401 0.27352
H 3.68749 0.32529 -0.16605
H 2.47981 1.35460 -1.01642
H 2.27436 -1.13812 0.87664
H -0.26734 -0.86319 1.04496
H 0.21300 1.06876 -1.10483
H -2.07640 1.10717 0.51794
H -2.21440 0.57047 -1.18919
H -2.24120 -0.79954 1.22214
H -2.60425 -1.54906 -0.17797
*
```

| no. | E (eV) | strongest force on any atom (eV Å⁻¹) |
| --- | --- | --- |
| 1 | -5772.400 | 2.5 |
| 2 | -7263.791 | 4.1 |
| 3 | -7262.095 | 4.8 |
| 4 | -7262.476 | 7.5 |
| 5 | -7262.823 | 4.7 |
| 6 | -7265.667 | 4.7 |